The following is a DFT calculation (wB97M-V/def2-TZVPD) of C48H60BaI2N6OS2Se as an isolated structure at a distorted geometry.

Each line ends with the Mulliken charge.
Positions of all 121 atoms, in Å:
Ba  0.522  0.332  0.449  2.80
C  -3.198  -4.248  -2.429  -0.97
C  -1.739  -3.966  -2.813  -1.13
C  -0.971  -3.304  -1.707  0.82
C  -0.026  -3.881  -0.855  1.02
C  0.375  -5.324  -0.813  -0.64
C  -0.568  -6.165  0.057  -1.16
C  0.424  -2.837  -0.008  -1.35
N  -0.207  -1.693  -0.300  -0.89
C  -1.071  -1.939  -1.330  0.22
C  -1.921  -0.959  -1.907  -0.28
C  -2.137  0.348  -1.528  -0.95
C  -3.008  1.300  -2.197  1.29
C  -3.782  1.034  -3.450  -1.00
C  -5.114  0.318  -3.196  -1.19
C  -2.918  2.467  -1.496  1.46
C  -2.011  2.222  -0.377  0.61
C  -1.690  3.152  0.638  -0.47
C  -0.990  2.899  1.837  0.11
N  -0.345  1.758  2.129  -0.92
C  0.057  1.821  3.448  -0.15
C  0.627  0.785  4.149  0.15
C  0.951  -0.526  3.701  -0.22
N  0.909  -0.911  2.387  -0.31
C  1.263  -2.203  2.332  -1.51
C  1.496  -2.898  1.027  1.37
C  1.571  -2.693  3.620  0.53
C  1.371  -1.621  4.497  0.63
C  1.541  -1.616  5.986  -1.00
C  0.222  -1.856  6.732  -1.07
C  2.006  -4.088  3.954  -0.95
C  0.818  -5.044  4.125  -0.96
C  -0.311  3.119  3.990  0.51
C  -0.946  3.794  2.991  0.60
C  -1.566  5.156  3.060  -1.33
C  -3.069  5.088  3.367  -1.13
C  -0.043  3.593  5.385  -1.03
C  1.400  4.080  5.570  -1.08
N  -1.552  0.962  -0.441  -1.51
C  -3.593  3.771  -1.782  -1.20
C  -4.875  3.964  -0.961  -1.17
H  -3.748  -4.726  -3.246  0.38
H  -3.702  -3.317  -2.168  0.15
H  -3.241  -4.901  -1.555  0.23
H  -1.722  -3.324  -3.699  0.40
H  -1.249  -4.904  -3.084  0.29
H  1.391  -5.425  -0.431  -0.22
H  0.386  -5.733  -1.828  0.43
H  -0.600  -5.770  1.074  0.15
H  -0.246  -7.211  0.104  0.42
H  -1.584  -6.134  -0.342  0.21
H  -2.485  -1.290  -2.775  0.25
H  -3.162  0.430  -4.117  0.27
H  -3.977  1.978  -3.966  0.48
H  -4.945  -0.636  -2.695  0.19
H  -5.640  0.131  -4.136  0.40
H  -5.759  0.923  -2.555  0.24
H  -2.176  4.121  0.574  0.16
H  0.832  0.982  5.199  0.08
H  1.790  -3.931  1.202  0.54
H  1.958  -0.655  6.303  0.35
H  2.261  -2.386  6.279  0.41
H  -0.504  -1.087  6.466  0.21
H  0.363  -1.841  7.818  0.40
H  -0.197  -2.825  6.455  0.22
H  2.602  -4.084  4.872  0.39
H  2.658  -4.469  3.161  0.23
H  0.174  -4.701  4.937  0.21
H  1.142  -6.065  4.351  0.41
H  0.221  -5.061  3.213  0.04
H  -1.419  5.678  2.111  0.40
H  -1.066  5.753  3.828  0.47
H  -3.571  4.469  2.622  0.21
H  -3.524  6.082  3.361  0.34
H  -3.232  4.631  4.345  0.31
H  -0.241  2.782  6.091  0.40
H  -0.729  4.408  5.632  0.39
H  2.105  3.258  5.442  0.20
H  1.537  4.515  6.565  0.40
H  1.640  4.839  4.824  0.28
H  -3.838  3.835  -2.846  0.47
H  -2.899  4.588  -1.560  0.30
H  -5.598  3.182  -1.201  0.25
H  -5.334  4.936  -1.167  0.40
H  -4.651  3.900  0.105  0.13
I  4.143  1.879  2.558  -0.04
C  3.883  1.445  0.478  0.19
I  2.567  2.814  -0.471  0.12
H  3.467  0.445  0.406  -0.93
H  4.847  1.482  -0.008  0.56
S  3.092  -2.027  0.448  -0.33
C  3.624  -2.873  -1.015  0.30
C  3.728  -4.260  -0.977  -0.39
C  4.115  -4.992  -2.088  -0.64
C  4.438  -4.310  -3.255  -0.61
C  4.390  -2.930  -3.292  -0.51
C  3.994  -2.156  -2.181  0.00
S  4.001  -0.431  -2.292  -0.37
H  3.511  -4.777  -0.049  0.43
H  4.178  -6.073  -2.036  0.37
H  4.742  -4.864  -4.138  0.31
H  4.671  -2.399  -4.193  0.36
O  0.198  4.347  -1.743  -0.68
H  -0.342  4.156  -0.953  0.28
H  0.077  3.541  -2.282  0.14
C  2.676  0.468  -5.268  -0.61
N  2.161  1.809  -5.481  0.26
C  2.718  2.795  -6.265  -0.41
C  1.968  3.907  -6.110  -0.52
N  0.948  3.592  -5.236  0.28
C  -0.016  4.520  -4.687  -1.13
C  1.065  2.291  -4.843  -0.21
Se  -0.046  1.357  -3.743  -0.21
H  3.532  0.312  -5.923  0.28
H  1.898  -0.262  -5.489  0.29
H  2.984  0.323  -4.229  0.01
H  3.594  2.624  -6.864  0.39
H  2.069  4.883  -6.549  0.45
H  -0.306  5.239  -5.454  0.34
H  0.396  5.040  -3.821  0.40
H  -0.887  3.954  -4.361  0.38

Calculated values
E_tot: -165653.653 eV
Lowest unoccupied orbital energy: 3.9 eV
Gap between HOMO and LUMO: 4.6254 eV
Multiplicity: 1
Total charge: -2
Energy above the lowest of the compared OMol25 structures with the same formula, charge and spin: 0.0 kcal/mol
Maximum force: 0.1190 Eh/bohr